1.
Below is C31H35N5O8PPdS3 as an isolated structure at a distorted geometry, with properties calculated with ωB97M-V/def2-TZVPD.

Calculated values
DFT total energy (eV): -101818.464
Strongest force on any atom (hartree/bohr): 0.0408
<S²>: 8.769
Multiplicity: 6
HOMO level (alpha / beta) (eV): -7.11 / -7.10

Last column: Mulliken spin population.
Positions of all 84 atoms, in Å:
1 Pd 1.49186 0.25859 -1.03139  1.194
2 C 6.35472 1.32754 -3.53125  0.010
3 C 6.50180 2.11412 -2.23944  0.005
4 O 5.79444 1.58971 -1.13330  0.030
5 P 4.37269 0.76971 -1.14338  0.262
6 S 3.09286 -1.57491 -0.68587  1.827
7 S 3.06871 1.94942 -2.19265  1.096
8 O 3.89987 1.16482 0.34845  0.023
9 C 4.27542 0.46174 1.52492  0.030
10 C 5.72175 0.71800 1.88995  0.007
11 H 6.96526 1.78556 -4.30624  0.001
12 H 5.31688 1.32979 -3.85563  0.000
13 H 6.68125 0.30063 -3.39031  0.000
14 H 6.16837 3.14503 -2.39970  0.003
15 H 7.55092 2.12993 -1.92926  0.001
16 H 4.09306 -0.61349 1.39389  -0.010
17 H 3.59769 0.82948 2.29892  -0.005
18 H 6.37303 0.27382 1.14168  -0.002
19 H 5.94342 0.29555 2.86537  0.000
20 H 5.90460 1.78761 1.92015  0.002
21 O -1.49307 -1.14462 -6.51106  0.001
22 S -1.67483 -0.94717 -5.10423  -0.001
23 O -2.91498 -0.31744 -4.70784  0.004
24 N -0.40021 -0.13980 -4.45429  0.032
25 C 0.24720 -0.87775 -3.59514  0.017
26 O 1.33012 -0.56281 -3.04618  0.097
27 C -0.38217 -2.20788 -3.31614  -0.018
28 C 0.01049 -3.13578 -2.36640  -0.058
29 C -0.71841 -4.31374 -2.27393  0.014
30 C -1.80677 -4.54737 -3.10614  0.000
31 C -2.19532 -3.60989 -4.05654  0.001
32 C -1.46875 -2.44671 -4.13501  0.000
33 H 0.84698 -2.91753 -1.71553  0.047
34 H -0.44493 -5.06306 -1.54594  0.001
35 H -2.36998 -5.46441 -3.01715  0.000
36 H -3.03033 -3.77227 -4.71778  0.000
37 C -3.54008 -0.79794 -1.03876  0.003
38 N -2.72952 0.25067 -1.61489  0.002
39 C -3.21992 1.15153 -2.49088  0.002
40 C -2.42115 2.08820 -3.05742  0.001
41 C -1.03600 2.06312 -2.73713  0.010
42 N -0.58852 1.20548 -1.82873  0.076
43 C -1.37413 0.25170 -1.30540  -0.022
44 O -0.91354 -0.63003 -0.57233  0.018
45 N -0.16299 2.91622 -3.27057  -0.001
46 H -4.58130 -0.65651 -1.31873  0.000
47 H -3.43783 -0.77698 0.04890  -0.001
48 H -3.19829 -1.76933 -1.40248  0.000
49 H -4.27350 1.08530 -2.71684  0.000
50 H -2.80054 2.78801 -3.77743  0.001
51 H -0.40662 3.41608 -4.10767  0.000
52 H 0.81794 2.76350 -3.06577  0.006
53 C -4.36961 -3.28632 3.19661  0.000
54 C -3.94625 -1.85540 3.36947  0.000
55 C -4.84401 -0.95890 3.93997  0.001
56 C -4.48983 0.36053 4.15978  0.000
57 C -3.21118 0.78134 3.86706  0.001
58 C -2.27850 -0.10818 3.32613  0.002
59 N -0.98205 0.26854 3.05099  0.007
60 C -0.31440 1.38096 3.49579  0.007
61 C -0.54311 1.94497 4.75778  0.000
62 C 0.11740 3.09363 5.14358  0.001
63 C 1.02007 3.70701 4.28582  0.000
64 C 1.30103 3.12777 3.06213  -0.004
65 C 0.66101 1.96538 2.66492  0.022
66 C 0.98617 1.35371 1.34171  0.045
67 O 1.13443 2.08755 0.34583  0.155
68 O 1.11104 0.10075 1.27516  0.064
69 C -2.66591 -1.42984 3.01729  -0.001
70 C -1.66055 -2.33025 2.36495  0.002
71 H -5.35377 -3.45214 3.62977  0.000
72 H -3.66342 -3.94017 3.70670  0.000
73 H -4.41916 -3.56675 2.14454  0.000
74 H -5.83238 -1.29517 4.21214  0.000
75 H -5.20613 1.05485 4.57116  0.000
76 H -2.93413 1.80857 4.03466  0.000
77 H -0.50204 -0.23348 2.30347  -0.008
78 H -1.21744 1.45272 5.44295  0.000
79 H -0.08215 3.51999 6.11624  0.000
80 H 1.50777 4.62395 4.57213  0.000
81 H 2.01567 3.56818 2.38709  0.000
82 H -0.80224 -2.46470 3.02171  0.000
83 H -1.29656 -1.89764 1.43078  -0.003
84 H -2.07744 -3.30489 2.14225  0.000



2.
Below is C37H38F4FeN5O8S as an isolated structure at a distorted geometry, with properties calculated with ωB97M-V/def2-TZVPD.

Calculated values
DFT total energy (eV): -118903.633
Strongest force on any atom (hartree/bohr): 0.0379
<S²>: 8.763
Multiplicity: 6
HOMO level (alpha / beta) (eV): -6.61 / -6.61

Last column: Mulliken spin population.
Positions of all 94 atoms, in Å:
1 Fe -1.44551 0.71705 -0.43960  3.774
2 C -0.41104 3.76177 0.25683  0.027
3 C -1.10977 3.10419 1.44204  -0.069
4 N -2.35968 2.44963 1.04673  0.046
5 C -3.35674 3.36859 0.48580  0.011
6 C -3.73703 4.55030 1.38243  0.002
7 C -2.90018 1.58641 2.10542  0.010
8 C -3.92760 0.56980 1.55852  0.029
9 N -3.46890 0.23853 0.25312  0.007
10 C -4.15325 -0.35881 -0.67196  -0.007
11 C -4.12459 0.60517 -2.72495  0.009
12 F -3.44578 1.76916 -2.78245  0.000
13 C -5.29537 0.37540 -3.33025  0.003
14 F -5.74731 1.23582 -4.26679  0.000
15 C -6.12043 -0.74026 -3.02768  0.010
16 C -6.13255 -1.34650 -1.80755  -0.004
17 F -7.07440 -2.29103 -1.61753  0.000
18 C -5.36563 -1.02631 -0.67004  0.014
19 F -5.81919 -1.47628 0.54065  0.000
20 H 0.58368 4.09408 0.55206  0.001
21 H -0.95734 4.62645 -0.11641  0.001
22 H -0.29821 3.03664 -0.55697  -0.010
23 H -1.26316 3.83989 2.24498  0.001
24 H -0.45517 2.31809 1.81778  0.031
25 H -4.24674 2.78304 0.25682  0.000
26 H -2.97525 3.73860 -0.46635  0.004
27 H -3.98408 4.21580 2.39020  0.000
28 H -4.61037 5.05320 0.96998  0.000
29 H -2.92563 5.27538 1.44862  0.000
30 H -3.35763 2.15203 2.92679  0.001
31 H -2.04653 1.03578 2.50894  -0.020
32 H -4.94727 0.97310 1.52859  -0.002
33 H -3.95203 -0.29644 2.22750  0.003
34 H -6.86331 -1.03633 -3.75489  0.001
35 O -0.41968 -0.66371 -3.70239  0.035
36 C 0.14207 0.29628 -3.15589  0.009
37 O -0.30032 0.97519 -2.18253  0.073
38 C 1.49203 0.71260 -3.68776  -0.001
39 C 1.95233 0.22246 -4.90418  0.000
40 C 3.18847 0.60800 -5.38776  0.000
41 C 3.96372 1.48398 -4.64099  0.000
42 C 3.52001 1.97923 -3.42264  -0.001
43 C 2.28066 1.59199 -2.95215  0.001
44 N 5.26974 1.89446 -5.14183  0.000
45 O 5.93508 2.64435 -4.45095  0.000
46 O 5.62676 1.46387 -6.22245  0.000
47 H 1.32846 -0.45794 -5.46661  0.000
48 H 3.56227 0.24292 -6.33279  0.000
49 H 4.14535 2.66013 -2.86489  0.000
50 H 1.90703 1.96744 -2.01044  0.003
51 C 4.46044 -4.40232 -1.19221  0.001
52 C 3.04093 -3.92210 -1.32464  0.004
53 C 2.70059 -2.62017 -0.96601  -0.001
54 C 1.39666 -2.16691 -1.08902  0.004
55 C 0.43286 -3.02916 -1.57702  0.136
56 C 0.74287 -4.31946 -1.95659  0.002
57 C 2.05065 -4.76224 -1.82863  0.003
58 S -1.30230 -2.44266 -1.68749  0.331
59 O -2.09893 -3.63611 -1.41506  0.301
60 O -1.34089 -1.44518 -0.57782  0.166
61 O -3.51460 -0.31765 -1.94581  -0.006
62 H 5.02801 -3.75363 -0.52660  0.000
63 H 4.95319 -4.39818 -2.16643  0.000
64 H 4.49754 -5.41976 -0.80363  0.000
65 H 3.46457 -1.95650 -0.57866  0.001
66 H 1.13074 -1.16258 -0.78728  0.017
67 H -0.03885 -4.96900 -2.32706  0.002
68 H 2.30894 -5.77347 -2.11797  0.001
69 C 1.57641 -1.80613 5.04974  0.000
70 N 1.28595 -1.73346 3.62784  0.001
71 N 1.25611 -0.49071 3.00750  0.002
72 C 0.30454 -0.49735 2.00460  -0.010
73 O 0.09621 0.48898 1.26770  0.038
74 C -0.29255 -1.79571 2.05244  -0.003
75 C 0.30237 -2.49237 3.05449  0.006
76 C 0.02919 -3.87829 3.51701  -0.001
77 C 2.30891 0.43485 3.18297  0.004
78 C 2.04251 1.79786 3.12091  0.001
79 C 3.06415 2.70799 3.33526  0.000
80 C 4.34844 2.27022 3.62295  0.000
81 C 4.61578 0.90954 3.65689  0.000
82 C 3.60636 -0.01014 3.42251  0.000
83 H 2.30953 -1.05224 5.31713  0.000
84 H 1.97927 -2.78997 5.27889  0.000
85 H 0.67679 -1.63505 5.64875  0.000
86 H -1.05867 -2.11932 1.37269  0.004
87 H -0.69943 -4.33412 2.85189  0.000
88 H -0.37100 -3.88907 4.53255  0.000
89 H 0.93996 -4.47791 3.50508  0.000
90 H 1.04068 2.12842 2.89357  0.002
91 H 2.84584 3.76618 3.28251  0.000
92 H 5.13796 2.98451 3.81272  0.000
93 H 5.61941 0.55757 3.85518  0.000
94 H 3.82286 -1.07035 3.41005  0.000